{"formula": "C4H11B", "method": "ωB97M-V/def2-TZVPD", "e_above_lowest_kj_mol": 260.9, "lumo_energy_ev": 0.22, "total_charge": 0, "smiles": "B[C@H](C)CC", "gap_ev": 10.611, "symbols": ["B", "C", "C", "C", "C", "H", "H", "H", "H", "H", "H", "H", "H", "H", "H", "H"], "positions_angstrom": [[-1.084, -1.828, -0.545], [1.752, 0.859, 0.360], [-1.443, 0.761, 0.462], [0.838, 0.142, -0.633], [-0.438, -0.327, 0.089], [-0.043, -0.642, 1.039], [-0.182, -2.551, -0.769], [1.709, 0.370, 1.398], [1.547, 1.970, 0.424], [2.779, 0.721, 0.109], [-1.197, 1.216, 1.346], [-2.379, 0.254, 0.520], [-1.648, 1.602, -0.295], [0.677, 0.817, -1.522], [1.330, -0.742, -1.179], [-2.217, -2.622, -0.805]]}


{"formula": "C4H11BBrNO3", "method": "ωB97M-V/def2-TZVPD", "lumo_energy_ev": 0.36, "total_charge": 0, "smiles": "CB(O)[C@@H](CNBr)OCO", "gap_ev": 9.618, "symbols": ["C", "B", "O", "C", "C", "N", "Br", "O", "C", "O", "H", "H", "H", "H", "H", "H", "H", "H", "H", "H", "H"], "positions_angstrom": [[2.616, 0.179, 0.035], [1.178, -0.018, -0.621], [1.057, -0.294, -1.988], [-0.151, 0.086, 0.296], [-0.551, 1.582, 0.415], [-1.802, 1.906, -0.287], [-1.686, 3.649, -1.029], [-1.222, -0.736, -0.200], [-1.110, -2.068, 0.219], [-2.033, -2.343, 1.241], [2.549, 0.543, 1.064], [3.095, -0.812, 0.051], [3.239, 0.821, -0.597], [0.473, -1.037, -2.092], [0.075, -0.259, 1.321], [0.261, 2.223, 0.035], [-0.674, 1.875, 1.464], [-1.932, 1.317, -1.101], [-1.320, -2.693, -0.651], [-0.105, -2.321, 0.592], [-1.956, -1.597, 1.832]]}


{"formula": "C4H11BCaClF4Tm", "method": "ωB97M-V/def2-TZVPD", "s_squared": 2.00, "lumo_energy_ev": [5.18, 5.18], "total_charge": -2, "multiplicity": 3, "gap_ev": [5.126, 5.117], "symbols": ["Tm", "Cl", "C", "H", "H", "H", "Ca", "C", "C", "C", "H", "H", "H", "H", "H", "H", "H", "H", "F", "B", "F", "F", "F"], "positions_angstrom": [[0.044, -0.066, 0.168], [-0.283, 1.780, -1.215], [-1.890, -0.208, 0.709], [-1.842, -0.684, 1.698], [-2.472, -0.831, 0.036], [-2.351, 0.774, 0.810], [0.481, 0.303, -2.771], [2.445, 0.817, -3.257], [-0.772, 0.102, -4.407], [0.334, -1.241, -1.393], [-1.133, -0.930, -4.396], [-1.590, 0.815, -4.338], [-0.137, 0.293, -5.278], [3.077, 0.002, -2.897], [2.458, 0.877, -4.351], [2.710, 1.766, -2.797], [-0.442, -1.960, -1.531], [1.356, -1.609, -1.322], [0.053, 1.363, 1.644], [0.080, 2.307, 2.787], [-1.268, 2.608, 3.151], [0.767, 1.668, 3.862], [0.769, 3.486, 2.369]]}


{"formula": "C4H11BO2", "method": "ωB97M-V/def2-TZVPD", "e_above_lowest_kj_mol": 183.2, "lumo_energy_ev": 0.35, "total_charge": 0, "smiles": "CB(O)O.C=CC", "gap_ev": 9.749, "symbols": ["B", "C", "C", "C", "C", "O", "O", "H", "H", "H", "H", "H", "H", "H", "H", "H", "H", "H"], "positions_angstrom": [[2.670, 1.326, -0.700], [-1.436, -1.915, 0.020], [-2.595, -0.017, 0.963], [1.466, 0.207, -0.850], [-1.669, -1.191, 1.119], [2.962, 1.942, -1.853], [3.434, 1.648, 0.378], [-0.655, -2.589, 0.043], [-1.907, -1.453, -0.813], [2.009, -0.666, -0.713], [-3.080, 0.204, 1.851], [-3.353, -0.308, 0.189], [-2.041, 0.722, 0.494], [0.884, 0.293, -1.758], [0.875, 0.201, 0.090], [-1.136, -1.429, 2.025], [3.552, 2.631, -1.789], [3.975, 2.377, 0.517]]}